Molecular formula: C36H36F6N5
Method: DFT, ωB97M-V/def2-TZVPD

Structure (XYZ):
```
83
Properties=species:S:1:pos:R:3:forces:R:3:mulliken_charge:R:1
F -5.533750 4.180374 -4.079762 0.2236 -0.9850 0.6650 -0.27
C -5.414150 3.247808 -3.101938 -0.9664 1.3478 1.1433 0.93
F -4.717411 3.819316 -2.066627 -0.5419 -0.2469 -0.9130 -0.27
F -6.675965 2.987983 -2.624511 1.0520 0.3748 -0.4799 -0.24
C -4.748055 1.974077 -3.525582 0.1469 -0.6798 0.5346 -0.93
N -4.490252 1.160635 -2.317767 0.8636 0.8342 -0.7596 0.81
C -5.366757 0.082599 -2.060063 -1.2798 -0.8802 0.3145 -0.82
C -5.119834 -1.156829 -2.671242 -0.1026 0.4386 0.2671 -0.04
C -6.047479 -2.186628 -2.535898 -0.0817 0.0732 0.1020 -0.76
C -7.228796 -1.973074 -1.811081 0.1037 0.0093 -0.0607 -0.33
C -7.469051 -0.738239 -1.198238 0.1285 -0.1548 0.0394 -0.86
C -6.521618 0.281194 -1.290686 0.2660 -0.1860 -0.2858 0.11
C -3.291404 1.239888 -1.653791 -0.1268 -0.4189 0.3228 1.03
C -3.246798 0.918875 -0.267994 0.1116 -0.0530 -0.0974 -0.16
C -2.058268 0.988956 0.413984 -0.1299 -0.0466 -0.1570 -1.07
C -0.830743 1.253910 -0.255955 -0.2028 0.1946 -0.0479 1.08
C 0.344177 1.186746 0.521227 -0.0591 0.5307 -0.5729 -0.42
C 1.659920 1.162922 -0.000908 0.3662 0.0914 -0.1988 0.74
C 2.748027 1.717863 0.735089 -0.0134 -0.2071 -0.2216 -1.33
C 4.026668 1.718785 0.221757 -0.4574 -0.0311 -0.0447 -0.67
C 4.294702 1.074618 -1.009976 -0.0511 -0.1805 0.0344 1.01
N 5.580695 1.025999 -1.495219 0.4764 1.0565 0.9760 0.71
C 6.525487 2.112333 -1.181950 -0.3711 -0.7272 0.0886 -0.97
C 6.395771 3.207015 -2.200950 -0.3714 0.9393 -1.5886 0.94
F 7.010449 4.366480 -1.846932 -0.4528 -1.1378 -0.1479 -0.28
F 6.920860 2.809511 -3.405358 -0.4129 0.4897 0.9971 -0.24
F 5.073512 3.495911 -2.429582 1.0750 -0.0409 0.1971 -0.26
C 6.062564 -0.109951 -2.184702 0.5107 -0.8967 -1.0809 -0.72
C 5.968201 -0.129891 -3.581234 -0.0865 -0.2822 0.3313 0.08
C 6.308738 -1.287055 -4.280824 0.0672 -0.1040 0.1785 -0.73
C 6.753848 -2.416925 -3.580129 -0.0858 0.1427 0.0232 -0.39
C 6.927115 -2.366689 -2.188794 0.1065 0.0458 -0.2124 -0.68
C 6.629635 -1.196598 -1.492014 -0.6301 0.3909 -0.1848 -0.23
C 3.235928 0.466493 -1.729889 -0.1690 -0.0515 0.1221 -0.33
C 1.941160 0.577652 -1.270043 0.2958 0.1563 0.1036 -1.29
C -0.900086 1.610075 -1.646816 -0.2329 -0.1289 0.1236 -1.16
C -2.101884 1.596759 -2.322736 0.5112 0.1817 0.1217 -0.70
H -5.455344 1.428019 -4.151102 0.3136 0.0769 -0.2304 0.37
H -3.824547 2.238662 -4.041047 -0.3110 -0.1693 -0.1782 0.35
H -4.196528 -1.272113 -3.243524 -0.3140 -0.0983 0.0935 0.39
H -5.846260 -3.147710 -3.014104 -0.1544 0.2843 0.2043 0.38
H -7.962369 -2.781107 -1.717651 0.2945 0.3664 -0.0788 0.39
H -8.398316 -0.562520 -0.649774 0.3712 -0.1362 -0.1368 0.38
H -6.652013 1.237354 -0.784670 -0.1325 -0.2191 -0.2292 0.47
H -4.165208 0.628228 0.240624 0.2270 0.1932 -0.1358 0.54
H -2.021488 0.830334 1.491999 -0.0565 -0.2329 -0.3265 0.07
H 0.217555 1.164833 1.606476 0.0742 -0.0416 -0.2189 0.31
H 2.551402 2.207753 1.686697 0.0275 -0.2476 -0.0692 0.46
H 4.852940 2.151097 0.781336 -0.4701 -0.0614 0.0008 0.34
H 6.304770 2.557077 -0.211992 0.4386 -0.1252 -0.0959 0.36
H 7.538110 1.711835 -1.250205 -0.0462 0.1781 0.3132 0.41
H 5.591793 0.764849 -4.078786 0.0889 -0.3372 0.0063 0.45
H 6.204778 -1.301755 -5.368372 0.0740 -0.0964 0.3786 0.37
H 6.960210 -3.343773 -4.124674 -0.0112 0.3860 0.2416 0.39
H 7.288271 -3.245201 -1.643313 -0.0863 0.3876 -0.2753 0.38
H 6.770079 -1.110428 -0.411406 -0.1025 -0.1762 -0.3129 0.42
H 3.445762 -0.072541 -2.656424 -0.0410 0.3052 0.3041 0.56
H 1.118905 0.222111 -1.891076 0.3698 -0.2794 0.3609 0.76
H -0.009645 1.923641 -2.191096 -0.2256 -0.1190 0.2435 0.72
H -2.132133 1.796700 -3.396608 0.2095 0.0949 0.5332 0.33
C 1.208458 -2.843658 3.807606 0.6003 -0.0314 0.0056 -0.79
C 0.704877 -2.099624 2.582984 -0.0499 -0.1018 -0.3834 -0.58
N -0.185284 -0.994733 2.878562 -0.7094 0.2248 1.2659 -0.18
C -0.859355 -1.073773 4.005670 0.6111 0.0973 -1.0047 0.19
N -0.798294 -2.102410 4.897585 -0.3540 0.1025 0.2149 0.16
C 0.066799 -3.240421 4.698785 -0.2168 -0.0538 -0.3533 -0.70
C -1.703746 -2.252143 6.021098 0.2789 0.0847 0.2759 -0.64
C -2.928824 -1.387559 5.858688 -0.4518 -0.2802 0.2772 -0.75
C -2.570322 0.021555 5.469278 0.1493 0.2586 0.0764 -0.66
N -1.694347 -0.031317 4.331397 0.2764 0.0804 -0.6010 -0.09
H 1.757854 -3.737991 3.512744 0.0919 0.0214 -0.0462 0.38
H 1.896335 -2.208753 4.375641 -0.0399 0.0146 -0.0550 0.31
H 1.552895 -1.678853 2.025149 -0.0744 -0.2739 0.0168 0.24
H 0.205028 -2.830832 1.918148 0.1257 0.2485 0.0753 0.24
H -0.521692 -4.061767 4.255773 0.2008 0.0220 0.1220 0.33
H 0.425329 -3.560647 5.681289 -0.0133 -0.0703 -0.0854 0.41
H -2.001270 -3.310908 6.051014 0.0398 0.2388 0.1537 0.38
H -1.161132 -2.021716 6.959754 -0.2638 -0.1017 -0.2591 0.30
H -3.565303 -1.842542 5.093044 -0.0294 0.1625 0.0341 0.30
H -3.477122 -1.372307 6.799621 -0.1317 -0.0730 -0.0243 0.36
H -3.463324 0.577749 5.170912 0.0332 -0.0229 0.2138 0.39
H -2.095336 0.550521 6.310940 -0.1470 -0.1071 -0.0614 0.29
H -1.618125 0.773923 3.730172 0.0577 -0.2309 0.1183 0.24
```
Forces are in eV/Å.

The value obtained for the LUMO energy is -0.1611 hartree. As for the total charge: +1. Its spin multiplicity is 1. As for the orbital gap: 5.60 eV.